(1)
The following is a DFT calculation (ωB97M-V with the def2-TZVPD basis set) of a molecular structure, C13H30Br2F3N2O6PSi2 in a non-equilibrium geometry.

Structure (XYZ):
```
59
C13H30Br2F3N2O6PSi2, DFT ωB97M-V with the def2-TZVPD basis set
Br -2.99575 -8.44920 2.45285
Br -1.88999 -7.49962 -0.37911
P 2.85878 -3.49540 -0.61091
Si 0.80158 -3.02025 0.00005
Si 0.54026 -2.19724 -2.79120
F -2.92985 -5.77588 3.45111
F -0.77889 -6.71693 2.78874
F -3.94028 -5.73516 0.78914
O 3.90986 -2.09188 -0.54840
O -0.13093 -2.09988 -1.17039
O 1.01619 1.44685 -4.54088
O -0.09203 6.21287 -2.03163
O 0.90971 -2.04841 1.46449
O 3.43580 -4.60610 0.64942
N 0.33236 1.91199 -2.45465
N -0.77586 6.67801 0.05461
C 0.40933 3.72417 -4.11629
C -2.46027 -6.02214 0.88143
C 0.49308 -2.79485 2.66213
C -2.20286 -6.57061 2.40515
C -0.49661 7.04936 -1.22689
C 0.53987 -0.50091 4.17616
C -0.14757 2.73293 -1.36864
C -1.25579 7.49895 1.14062
C 0.61161 2.28335 -3.73615
C -1.71896 -4.57933 0.54492
C -0.69889 8.49019 -1.60703
C 1.10924 -2.05436 4.02912
C -0.11494 -4.71412 0.23342
H -1.39610 8.53950 0.84559
H 0.11367 -0.36238 5.26252
H -2.28036 -4.07520 -0.37953
H -0.61428 5.69266 0.23159
H 1.05406 4.36529 -3.50963
H 0.49393 0.92665 -2.27767
H 1.46338 0.19757 4.00709
H -0.43438 8.62993 -2.65875
H -0.63938 4.00247 -3.98377
H -1.74760 8.76849 -1.47451
H 0.07462 -5.33770 -0.76604
H -2.20725 7.08498 1.48334
H -0.62038 -2.26763 -3.71580
H 0.81041 -2.73794 4.95170
H -0.05415 9.13130 -1.00037
H -0.67924 -2.67931 2.75833
H 0.87058 -3.90146 2.71494
H 1.23929 -0.93156 -3.07182
H 4.31720 -5.00064 0.35346
H -0.25783 -0.30948 3.32369
H 2.26875 -2.02630 3.87326
H -0.52766 7.44488 1.95354
H -1.09904 2.31896 -1.02591
H 0.49052 -5.29351 1.08116
H 0.67384 3.86392 -5.16801
H 0.58055 2.67886 -0.55572
H -1.97300 -3.87390 1.47160
H -0.28788 3.77349 -1.66367
H 1.33433 -3.38707 -3.06339
H 4.69519 -2.29128 -1.13843
```

Calculated values
- Orbital gap: 8.33 eV
- HOMO energy: -8.541 eV
- Energy: -7442.23761 Ha



(2)
The following is a DFT calculation (ωB97M-V with the def2-TZVPD basis set) of C6H14N2O2 in the gas phase in a non-equilibrium geometry.

Structure (XYZ):
```
24
C6H14N2O2, DFT ωB97M-V with the def2-TZVPD basis set
O -1.90929 1.28835 -0.98566
O -1.54399 3.45244 -0.41930
N -0.66345 0.97815 1.58810
N -1.24998 -1.41080 -0.63201
C 0.99233 -1.68236 0.41081
C -0.08376 1.75600 0.50073
C 0.99631 0.98229 -0.33313
C -1.18553 2.24998 -0.38659
C 1.68374 -0.31888 0.30042
C 0.11668 -2.01245 -0.79567
H -1.37899 0.35117 1.41421
H 1.85332 -2.34251 0.64552
H -0.00946 -3.08102 -0.92571
H 0.46770 2.52549 1.04498
H 0.59610 -1.61451 -1.69420
H 0.27848 -1.69372 1.22264
H 0.50395 0.70833 -1.29824
H -1.62189 -1.65871 0.30501
H 2.31685 0.02444 1.05657
H 2.47612 -0.50767 -0.42501
H -1.04941 1.63077 2.31589
H 1.85489 1.60956 -0.61204
H -1.43646 0.47021 -1.11397
H -2.00424 -1.70456 -1.18335
```

Calculated values
- Orbital gap: 9.86 eV
- HOMO energy: -9.136 eV
- ΔE to the lowest compared entry with this formula, charge and spin: 47.88 kcal/mol
- Energy: -496.98123 Ha
- SMILES string: NCCCC[C@H](N)C(=O)O



(3)
The following is a DFT calculation (ωB97M-V with the def2-TZVPD basis set) of 2 unconnected molecules or ions with the total composition C10H9O4 in a non-equilibrium geometry.

Structure (XYZ):
```
23
C10H9O4, DFT ωB97M-V with the def2-TZVPD basis set
O 0.73170 1.30892 -3.04523
O 2.13725 1.01620 1.01420
O 0.38234 -0.82060 -3.55842
O 1.23877 2.40947 -0.43382
C -1.76861 -0.74398 1.68480
C -1.17960 1.04544 -0.33428
C 1.35041 -0.37665 -1.44435
C 1.17581 1.30749 0.14763
C -0.08061 0.57813 0.50386
C -2.45208 0.43656 -0.28620
C -0.43404 -0.21768 1.62080
C 0.80603 -0.00247 -2.74237
C 2.33911 -1.23918 -1.21067
C -2.70627 -0.48626 0.71493
H 0.29628 -0.54583 2.28085
H 2.68651 -1.95319 -1.99158
H 0.89296 1.88995 -2.30254
H -0.79140 1.81514 -1.10278
H -2.14433 -1.59272 2.41949
H 2.87796 1.51443 0.60550
H -3.11902 0.56966 -1.07471
H -3.70060 -0.83990 0.80517
H 2.40178 -1.54069 -0.15804
```

Calculated values
- 2S+1: 3
- Orbital gap (spin up / spin down): 4.36 / 7.85 eV
- HOMO energy (spin up / spin down): -0.779 / -5.400 eV
- <S²>: 2.015
- Energy: -687.29949 Ha
- Total charge: -1



(4)
The following is a DFT calculation (ωB97M-V with the def2-TZVPD basis set) of C4H8N2O in the gas phase in a non-equilibrium geometry.

Structure (XYZ):
```
15
C4H8N2O, DFT ωB97M-V with the def2-TZVPD basis set
O -1.45084 0.86527 -1.51367
N -0.42176 -0.75996 0.57149
N 1.26096 2.26235 0.50494
C -0.29431 0.07855 -1.70402
C 0.92738 1.22846 0.10526
C 0.14068 -0.94139 1.90106
C 0.45076 -0.10003 -0.37232
H 0.44890 -0.00355 2.39045
H 1.01915 -1.59200 1.83511
H 0.37333 0.51827 -2.45776
H -1.28597 -0.22851 0.61253
H -0.59747 -1.44297 2.53401
H 1.33755 -0.72822 -0.52691
H -0.62594 -0.91184 -2.03312
H -1.28243 1.75558 -1.84705
```

Calculated values
- Orbital gap: 10.44 eV
- HOMO energy: -9.663 eV
- ΔE to the lowest compared entry with this formula, charge and spin: 40.67 kcal/mol
- Energy: -341.93884 Ha
- SMILES string: CN[C@H](C#N)CO



(5)
The following is a DFT calculation (ωB97M-V with the def2-TZVPD basis set) of a molecular structure, C25H21ClCrO7 in a non-equilibrium geometry.

Structure (XYZ):
```
55
C25H21ClCrO7, DFT ωB97M-V with the def2-TZVPD basis set
Cr 3.24765 5.20840 7.65369
Cl -1.58422 2.82660 -0.68131
O 0.02580 0.03722 1.58134
O -1.90739 1.24095 1.66683
O 0.42637 5.39390 6.63044
O 1.05683 2.34379 -1.66167
O 1.76490 0.83893 -0.10488
O 2.50551 3.86810 10.22994
O 3.17994 8.02797 8.68673
C -1.71141 6.12147 1.14253
C -0.45984 1.74209 -0.04228
C -0.84104 0.99574 1.11696
C -1.25775 7.38462 1.47514
C 4.78772 3.66735 7.67358
C 0.82291 1.66432 -0.66943
C 3.01615 0.96497 -0.73793
C 0.72824 3.98467 2.96430
C 4.20550 5.72558 5.80153
C -0.14251 7.53062 2.27993
C -1.06403 5.00744 1.61928
C 0.06089 5.12796 2.45049
C -0.45488 -0.59033 2.74563
C 3.88896 3.41431 6.61616
C 3.18784 6.95289 8.30871
C 1.77093 4.04757 3.78055
C 3.97676 -0.12200 -0.28567
C 0.49032 -1.68561 3.21049
C 0.50844 6.42227 2.76185
C 2.77590 4.39185 9.25519
C 3.59642 4.43293 5.64661
C 5.37841 4.95054 7.81456
C 1.48935 5.32903 7.03566
C 5.10777 5.96762 6.86056
C 2.69361 4.19024 4.61569
H 0.32077 3.01654 2.73419
H 3.95923 6.51872 5.09391
H 3.66546 -1.09850 -0.66054
H 6.04886 5.14907 8.65262
H 0.21481 -2.09367 4.18484
H -0.57945 0.19327 3.50547
H -2.58101 6.00915 0.51502
H -1.41237 4.02348 1.36124
H 0.51408 -2.50906 2.49465
H 5.00058 0.05667 -0.62019
H 5.02535 2.87390 8.38795
H 3.44541 2.42411 6.49634
H -1.45729 -0.97571 2.51630
H 0.21213 8.51698 2.53326
H 5.55895 6.95413 6.97881
H 1.36776 6.53719 3.39846
H -1.78050 8.25390 1.11269
H 3.39318 1.96850 -0.49591
H 1.50813 -1.29888 3.28687
H 2.84157 0.94173 -1.82290
H 3.98835 -0.18535 0.80404
```

Calculated values
- 2S+1: 4
- Orbital gap (spin up / spin down): 7.11 / 6.45 eV
- HOMO energy (spin up / spin down): -10.369 / -12.025 eV
- <S²>: 3.836
- Energy: -2996.22965 Ha
- Total charge: +1